Record 1
Density functional theory data (ωB97M-V/def2-TZVPD) for 10 unconnected molecules or ions with the total composition C16H54N14O10 in a non-equilibrium geometry.

CARTESIAN COORDINATES (ANGSTROEM)
O1 -2.4201 2.2331 3.3452
O2 4.9756 3.1099 -0.9639
O3 1.0661 -3.8722 -3.3543
O4 3.2673 -0.7010 1.2983
O5 -1.9902 -3.0457 2.2434
O6 0.3297 -0.1487 0.1710
O7 -4.9017 -2.9175 -1.9403
O8 2.1018 0.2957 -2.2951
O9 -1.6558 5.7912 0.0523
O10 -1.3236 -0.1765 -4.0293
N1 0.9071 -3.2686 1.2785
N2 -0.2754 2.6046 1.5845
N3 0.4622 -4.5161 -1.3109
N4 1.6329 -2.7083 -1.5250
N5 -0.0652 1.6903 -3.9684
N6 3.0211 2.5239 0.1896
N7 3.9787 -0.1944 -1.1501
N8 -1.6071 1.4048 -5.5562
N9 3.4311 -1.0695 3.4883
N10 4.7164 3.4750 1.1852
N11 4.1313 0.1326 -3.3079
N12 1.6942 -0.0400 2.7071
N13 -3.7135 -1.1607 -2.6651
N14 -2.8066 -3.1337 -2.6712
C1 -1.3656 2.9330 -0.5392
C2 -0.9983 0.8888 -4.5106
C3 -3.8754 -2.4055 -2.4292
C4 3.3071 0.0944 -2.2753
C5 -0.8120 -0.7029 -0.5490
C6 0.1024 -4.2475 1.9484
C7 -1.4603 4.8256 1.1281
C8 1.0215 -3.6942 -2.1470
C9 -0.6494 3.6201 0.5657
C10 -3.3076 -2.6648 1.7981
C11 4.2648 2.9990 0.0685
C12 2.8483 -0.6302 2.4555
C13 0.4819 -4.3516 3.3776
C14 -2.5724 0.8719 2.9026
C15 -2.1213 7.0144 0.6431
C16 -1.3718 -4.1343 1.5767
H1 5.1001 -0.1388 -3.2200
H2 -1.3173 7.4614 1.2279
H3 0.9016 0.2102 -0.5115
H4 -2.9971 6.8205 1.2624
H5 -2.3646 7.6587 -0.2017
H6 -0.6397 -1.5455 -1.2185
H7 1.5394 -4.1497 3.5478
H8 3.5402 -0.4259 -0.2702
H9 -2.4740 0.8946 -5.6478
H10 -1.9912 0.1326 3.4538
H11 -2.7523 -0.9531 -2.8957
H12 1.4875 -2.6527 -0.5270
H13 2.5884 2.2542 -0.6823
H14 4.1454 3.4426 2.0177
H15 -2.1950 2.2784 -0.2714
H16 -1.4431 0.0859 -0.9585
H17 -0.6180 2.2944 -1.0097
H18 -3.6303 0.6497 3.0427
H19 5.3484 4.2625 1.1638
H20 0.1987 -5.3236 3.7815
H21 1.9944 -1.8865 -1.9876
H22 -1.5392 -4.1324 0.4997
H23 0.0217 2.6873 -4.1048
H24 1.2587 -0.1725 3.6087
H25 -3.2467 -2.7406 0.7124
H26 -2.9260 -4.1366 -2.6648
H27 -3.4987 -1.6086 1.9880
H28 0.3917 -2.4485 1.5648
H29 0.0717 1.7955 1.0895
H30 -2.4465 4.4663 1.4219
H31 1.7313 -3.2373 1.8614
H32 0.0446 -5.3684 -1.6563
H33 -1.5406 3.6007 -1.3827
H34 -1.3348 2.2518 -6.0341
H35 2.4775 2.5093 1.0407
H36 4.3275 -1.5080 3.3325
H37 -1.8951 -5.0472 1.8610
H38 0.3886 1.3287 -3.1416
H39 2.9849 -0.9423 4.3854
H40 -3.9844 -3.4147 2.2076
H41 -3.1759 2.5020 3.8725
H42 4.9808 -0.3160 -1.1840
H43 -1.1305 2.2975 2.0255
H44 1.1386 0.3150 1.9420
H45 -0.9434 5.2351 1.9960
H46 -2.2723 0.7643 1.8603
H47 0.2953 4.0833 0.2807
H48 -1.9569 -2.6694 -2.9584
H49 0.5090 -5.1519 1.4957
H50 -4.3999 -0.5205 -2.2923
H51 -1.3591 -1.2478 0.2203
H52 -0.0690 -3.5186 3.8143
H53 0.3874 -4.1984 -0.3551
H54 3.8404 0.4490 -4.2219

- SMILES string = COC[C@H](C)N.COC[C@H](C)N.NC(N)=O.NC(N)=O.NC(N)=O.NC(N)=O.NC(N)=O.NC(N)=O.CO.CO
- HOMO (eV) = -8.8


Record 2
Density functional theory data (ωB97M-V/def2-TZVPD) for 9 unconnected molecules or ions with the total composition C16H54N4O9 in a non-equilibrium geometry.

CARTESIAN COORDINATES (ANGSTROEM)
O1 -0.4665 0.4918 2.2460
O2 -1.8402 -1.8749 1.9522
O3 -4.9844 1.9800 -1.0101
O4 1.8707 0.2300 1.3161
O5 2.4205 1.2987 -1.0868
O6 -2.3844 1.6393 0.6187
O7 -0.5488 0.2857 -4.0363
O8 2.9654 -3.1404 -2.4668
O9 -4.1935 0.4303 4.1951
N1 0.9424 -2.7085 0.5112
N2 5.8706 0.9357 -2.2667
N3 -2.6905 2.0768 6.0825
N4 -2.3554 1.6332 -2.0458
C1 1.2852 -3.4466 -0.7092
C2 3.8456 -2.2054 -2.9833
C3 -2.0634 1.5323 4.9211
C4 1.3882 2.2624 -1.4132
C5 0.0432 -3.7285 -1.5065
C6 -3.4125 -0.6075 -1.7727
C7 -2.1449 0.1579 -2.1859
C8 -4.8151 -0.2737 3.1358
C9 0.5749 -0.3446 -3.4844
C10 3.5409 1.5482 -1.8699
C11 -1.7401 -0.2576 -3.6209
C12 -2.7781 0.2304 4.4441
C13 4.7970 0.8853 -1.3285
C14 5.1868 1.7115 -0.0245
C15 -0.6356 1.3122 5.3669
C16 2.3675 -2.5725 -1.3157
H1 0.5085 1.8316 -0.9024
H2 3.4352 -1.1909 -2.9389
H3 -1.7405 2.1380 -2.6677
H4 5.6761 0.4090 -3.1019
H5 -5.8746 -0.3861 3.3484
H6 -0.0722 -2.7341 0.5565
H7 -4.7400 0.3862 2.2376
H8 -1.3908 -0.0674 -1.4337
H9 -3.6937 -0.3756 -0.7334
H10 -3.1704 -1.6663 -1.7858
H11 -1.7337 -1.3532 -3.7046
H12 -2.7502 -0.5668 5.2525
H13 4.5378 -0.1175 -0.9876
H14 -3.6485 2.3417 5.9211
H15 -2.1663 2.4497 1.1052
H16 -1.0256 0.9506 1.5881
H17 -4.2181 -0.4151 -2.4815
H18 -0.6750 0.4957 6.1186
H19 1.5788 3.2756 -1.0154
H20 6.0911 1.2190 0.3148
H21 3.9501 -2.4932 -4.0375
H22 0.3723 0.3127 1.7999
H23 0.5942 -1.4058 -3.8569
H24 -4.3054 -1.2549 2.9376
H25 1.8356 -4.3907 -0.4933
H26 3.6236 2.6613 -2.0075
H27 4.8672 -2.1218 -2.5036
H28 1.3361 0.2803 -3.8581
H29 0.4373 -4.0407 -2.4912
H30 -0.5478 -4.5685 -1.1014
H31 3.2754 1.1758 -2.8899
H32 -3.3333 1.8910 -2.2106
H33 2.0411 -0.7180 1.2459
H34 1.3859 -3.1395 1.3044
H35 -0.1969 2.1850 5.8907
H36 6.1649 1.8460 -2.5808
H37 -1.7301 -2.3444 2.8083
H38 0.0565 0.9464 4.5636
H39 -5.4269 2.8403 -0.8774
H40 -2.5338 0.2448 -4.1295
H41 -1.2603 -1.0723 2.0143
H42 -2.2330 2.2066 4.0619
H43 3.0669 -2.4502 -0.4381
H44 -0.6242 -2.8988 -1.7012
H45 -4.3915 1.8709 -0.2571
H46 2.2770 0.5432 0.4730
H47 1.2383 2.2613 -2.4878
H48 -2.7264 1.4162 6.8307
H49 0.5499 -0.3755 -2.3780
H50 -2.3171 -0.2009 3.5428
H51 4.3920 1.8124 0.7038
H52 -2.1972 1.6949 -0.3731
H53 1.9338 -1.5686 -1.5480
H54 5.4523 2.7492 -0.3091

- energy relative to the best compared isomer or geometry (same formula, charge and spin) (eV) = 1.615
- SMILES string = COC[C@H](C)N.COC[C@H](C)N.COC[C@H](C)N.COC[C@H](C)N.O.O.O.O.O
- HOMO (eV) = -8.5


Record 3
Density functional theory data (ωB97M-V/def2-TZVPD) for a molecular structure, C16H56AlB6O8S4V in a non-equilibrium geometry.

CARTESIAN COORDINATES (ANGSTROEM)
V1 -1.4613 2.2697 0.8459
S1 -3.0665 -3.0312 -1.1843
S2 3.8091 0.6346 -3.0727
S3 1.7469 -3.0482 -1.0546
S4 1.7943 1.6547 2.5188
Al1 -0.4515 -0.3822 -3.7382
O1 -2.0083 -2.0316 -1.2242
O2 0.6459 2.1298 1.8159
O3 4.2114 1.4692 -4.1883
O4 2.3554 0.4167 -2.7593
O5 -2.9947 -4.2182 -2.0011
O6 3.2015 -3.0007 -1.3927
O7 2.5445 0.5672 2.0253
O8 0.7745 -2.4232 -1.9334
C1 -3.2121 -3.6209 0.4992
C2 2.9355 3.1136 2.8593
C3 2.1566 3.9310 3.8458
C4 5.5862 -0.8735 -1.7521
C5 1.5980 -2.3445 0.6428
C6 5.9706 0.5541 -1.4784
C7 4.6417 1.3414 -1.4544
C8 1.7118 2.9524 4.9331
C9 2.1824 -3.4923 1.5610
C10 1.2486 -4.7049 -0.4279
C11 -5.5734 -3.1753 -0.0325
C12 4.8141 -0.9300 -3.0663
C13 -4.5910 -3.6589 1.0466
C14 -4.7614 -2.3589 -1.1070
C15 1.6237 -4.8783 1.0650
C16 1.2941 1.5279 4.2970
B1 -3.3415 2.3518 -0.4594
B2 -1.1646 4.4397 1.0422
B3 -2.0076 2.6020 -3.9111
B4 -3.5544 -0.1231 -3.3264
B5 -0.4187 0.9773 -0.6771
B6 -2.3175 1.3757 2.6665
H1 2.4349 2.9178 5.7480
H2 4.9680 -1.0445 -0.8707
H3 3.7923 2.6580 3.3556
H4 0.1746 -4.7713 -0.6013
H5 -2.9742 0.2122 -2.4807
H6 0.8257 3.3466 5.4306
H7 3.9953 1.1981 -0.5885
H8 1.6286 -5.4833 -1.0895
H9 -2.6765 2.3382 2.3364
H10 -0.4401 4.2150 1.8096
H11 4.2268 -1.8213 -3.2871
H12 -0.8618 3.9900 0.1093
H13 -4.0461 2.2334 -1.2679
H14 -4.6336 -2.9950 1.9100
H15 -4.6097 0.0087 -3.1442
H16 1.2795 4.2498 3.2826
H17 1.8401 -3.4208 2.5934
H18 -3.3374 0.6184 -4.0796
H19 1.9589 0.7733 4.7176
H20 0.5598 -2.0317 0.7538
H21 4.6680 2.4241 -1.5782
H22 -1.2944 0.8696 -1.2983
H23 2.1749 -1.4231 0.7231
H24 -0.6961 0.5281 0.2639
H25 -2.4604 2.8936 -0.7666
H26 6.5360 0.6597 -0.5525
H27 -1.2690 5.5115 0.9751
H28 -3.2273 -1.1064 -3.6268
H29 0.8349 -5.1669 1.7597
H30 -2.7384 2.3348 -3.1636
H31 -4.9836 -4.6077 1.4124
H32 -2.2857 2.1293 -4.8403
H33 -5.2953 -2.2842 -2.0543
H34 0.4890 0.5220 -1.0420
H35 -3.0420 1.3766 -0.1078
H36 -2.5175 -4.4601 0.5364
H37 -2.1550 0.7238 1.8221
H38 -5.9626 -4.0090 -0.6169
H39 -2.8537 -2.7892 1.1058
H40 6.5250 0.7505 -2.3961
H41 -1.0776 2.1655 -3.5812
H42 -3.8096 2.8759 0.3594
H43 6.4664 -1.5059 -1.6364
H44 -1.3094 1.6094 2.9721
H45 -0.1700 2.0044 -0.4595
H46 2.6603 4.8167 4.2330
H47 3.2721 -3.5066 1.5367
H48 3.1147 3.6398 1.9217
H49 2.4474 -5.5766 1.2132
H50 0.2816 1.1413 4.4128
H51 -4.5202 -1.3189 -0.8872
H52 -2.9636 0.9938 3.4417
H53 5.5101 -0.7662 -3.8890
H54 -1.9891 3.6801 -3.9525
H55 -6.2461 -2.4171 0.3684
H56 -2.1411 4.0833 1.3315

- 2S+1 = 3
- HOMO (alpha / beta) (eV) = -9.0 / -8.8


Record 4
Density functional theory data (ωB97M-V/def2-TZVPD) for 12 unconnected molecules or ions with the total composition C16H56BF4N2O11 in a non-equilibrium geometry.

CARTESIAN COORDINATES (ANGSTROEM)
F1 -0.3945 -1.0118 1.2460
F2 1.2217 0.5166 1.9091
F3 0.3125 0.5304 -0.2092
F4 -0.9149 1.1987 1.5485
O1 -0.6270 -3.6765 0.1184
O2 1.7035 -3.5937 -1.1483
O3 2.6424 -2.7179 5.3531
O4 -1.6940 -1.0289 3.5272
O5 -3.5759 5.3339 -1.4156
O6 2.9558 1.2171 3.7134
O7 -3.6173 -0.0297 0.6613
O8 1.7675 3.0014 -2.0482
O9 -1.7417 3.6619 2.8249
O10 -0.4496 0.0202 -3.1372
O11 0.4893 3.2288 0.5911
N1 0.6795 3.8217 -4.5299
N2 1.4050 -6.0760 -3.9395
C1 -2.9121 4.3900 -0.5551
C2 1.8040 -2.1928 -1.0813
C3 2.7308 -6.3097 -1.9011
C4 -4.1682 -1.1383 -1.3891
C5 -1.6466 0.0567 4.3798
C6 -2.1490 -0.2330 5.7630
C7 -3.6210 -1.2951 0.0473
C8 1.0404 4.7474 -3.4228
C9 2.8531 2.2231 -1.5369
C10 1.6165 -4.0674 -2.4884
C11 1.5176 -2.4404 4.5173
C12 -2.7192 3.0106 -1.2033
C13 1.5768 -5.6003 -2.5648
C14 2.1879 4.2130 -2.6147
C15 1.7462 -3.0470 3.1437
C16 -0.2473 4.9693 -2.6760
B1 0.0850 0.2832 1.1294
H1 -1.2594 -0.8698 2.6779
H2 -1.9421 4.7102 -0.1765
H3 2.3513 4.8899 -1.7691
H4 -0.8642 5.6719 -3.2352
H5 3.5883 1.9213 -2.2882
H6 2.2144 -1.9126 -0.1134
H7 2.2814 -5.8494 -4.3972
H8 -0.8782 3.8110 2.4279
H9 2.5542 -7.3796 -1.7767
H10 2.4832 1.5854 4.4630
H11 0.3460 0.1695 -3.6534
H12 3.4046 2.7907 -0.7841
H13 -4.1842 -2.0511 0.5974
H14 2.8836 -5.9435 -0.8837
H15 0.9677 -2.9062 2.3998
H16 -2.1104 0.6275 6.4314
H17 2.1512 -4.0538 3.2610
H18 2.4650 -1.7751 -1.8476
H19 0.8245 -1.7986 -1.3611
H20 1.4976 3.5296 -5.0524
H21 -3.5820 2.3748 -1.0029
H22 0.3776 2.4071 1.0873
H23 0.2937 2.9507 -4.1868
H24 -5.0602 -0.5193 -1.4965
H25 -4.4092 -2.1458 -1.7342
H26 -1.5630 -1.0228 6.2357
H27 3.6767 -6.2247 -2.4419
H28 -4.4913 5.0445 -1.3902
H29 -0.1889 0.2141 -2.2309
H30 -2.0346 2.8279 2.4490
H31 1.3361 -7.0827 -3.9997
H32 -3.4398 -0.6696 -2.0514
H33 -0.8761 4.0829 -2.6026
H34 3.0801 4.0850 -3.2328
H35 -2.5487 3.1267 -2.2730
H36 0.6664 -2.7976 5.1032
H37 1.3470 -1.3612 4.4948
H38 0.6665 -3.7614 -2.9336
H39 2.4728 -3.6980 -3.0584
H40 0.0781 -3.6911 -0.5456
H41 2.7398 -1.9471 5.9165
H42 -0.5761 0.2797 4.4936
H43 -2.0210 1.0259 4.0379
H44 -2.7365 0.0346 1.0420
H45 0.7511 -5.9539 -1.9419
H46 2.2609 0.9704 3.0838
H47 2.6602 -2.5882 2.7543
H48 0.3886 2.9670 -0.3286
H49 -3.5661 4.3372 0.3174
H50 2.5116 1.2987 -1.0745
H51 -0.4079 -2.9268 0.6775
H52 1.3528 5.6615 -3.9315
H53 -3.1969 -0.5390 5.7308
H54 -1.8540 2.4774 -0.8073
H55 -0.1600 5.2272 -1.6192
H56 -2.5794 -1.5971 -0.0726

- energy relative to the best compared isomer or geometry (same formula, charge and spin) (eV) = 0.898
- charge = -1
- HOMO (eV) = -7.2


Record 5
Density functional theory data (ωB97M-V/def2-TZVPD) for 11 unconnected molecules or ions with the total composition C16H58N4O11 in a non-equilibrium geometry.

CARTESIAN COORDINATES (ANGSTROEM)
O1 -22.0451 -29.1154 -7.3799
O2 -13.8998 -27.3941 -5.3557
O3 -19.8234 -28.7308 -5.8189
O4 -24.6591 -25.2723 -4.4010
O5 -22.0644 -24.8008 -10.6182
O6 -18.6958 -27.3922 -3.4420
O7 -20.9466 -31.6035 -8.4048
O8 -16.8930 -31.6583 -5.8608
O9 -18.6935 -30.9576 -7.6922
O10 -20.4670 -31.1485 -3.6368
O11 -17.9594 -30.2488 -3.4918
N1 -15.9758 -24.9846 -7.1412
N2 -22.2958 -28.1189 -4.1567
N3 -22.1903 -31.7246 -5.7889
N4 -21.7301 -27.7776 -10.0475
C1 -19.5026 -27.3761 -9.1343
C2 -21.6608 -32.8741 -6.4300
C3 -20.8641 -26.7261 -9.4364
C4 -21.7064 -25.9740 -4.8058
C5 -21.7017 -32.7301 -7.9946
C6 -15.6247 -26.0373 -6.1881
C7 -25.9259 -25.2133 -5.0322
C8 -12.5348 -27.6697 -5.2151
C9 -21.0273 -31.2013 -9.7549
C10 -22.0030 -23.8191 -11.7286
C11 -16.6688 -27.1337 -6.3086
C12 -22.7008 -26.7504 -3.9887
C13 -22.4741 -34.0687 -5.9818
C14 -14.1957 -26.5175 -6.4550
C15 -20.8232 -25.5321 -10.4728
C16 -24.1803 -26.6131 -4.5057
H1 -18.8112 -26.5188 -3.0679
H2 -20.9652 -32.1008 -10.3674
H3 -18.9658 -27.8369 -9.9635
H4 -26.3612 -24.2455 -4.7834
H5 -20.9150 -25.7743 -4.0833
H6 -26.6356 -26.0091 -4.8061
H7 -24.8450 -27.3081 -3.9926
H8 -24.3358 -27.0921 -5.4724
H9 -14.1593 -27.1837 -7.3169
H10 -22.9816 -29.2585 -7.2435
H11 -21.9519 -30.7101 -10.0579
H12 -12.2269 -28.2236 -6.1019
H13 -21.8922 -24.3427 -12.6782
H14 -16.4462 -28.0513 -5.7640
H15 -20.6172 -28.8661 -6.3366
H16 -18.2632 -29.3743 -3.7354
H17 -15.6378 -24.0750 -6.8611
H18 -13.5208 -25.6715 -6.5852
H19 -21.4488 -33.6732 -8.4790
H20 -23.1968 -31.6473 -5.8213
H21 -23.1823 -28.5988 -4.0933
H22 -22.2726 -27.2943 -10.7491
H23 -17.6093 -26.7993 -5.8707
H24 -17.3411 -31.3148 -6.6337
H25 -21.2196 -23.0850 -11.5405
H26 -19.5142 -28.1354 -8.3524
H27 -20.5365 -25.9119 -11.4535
H28 -16.8952 -27.4483 -7.3274
H29 -22.5369 -34.2827 -4.9149
H30 -20.9624 -31.4608 -4.3938
H31 -15.4670 -25.1240 -8.0025
H32 -21.8797 -30.8998 -6.2823
H33 -19.4422 -27.5014 -4.0313
H34 -15.9624 -31.5983 -6.0763
H35 -22.6535 -26.4126 -2.9535
H36 -19.9949 -24.8574 -10.2564
H37 -22.2104 -25.0121 -4.9005
H38 -20.7881 -30.2588 -3.4902
H39 -22.0354 -34.9815 -6.3849
H40 -22.7237 -32.5696 -8.3377
H41 -18.9232 -26.5657 -8.6920
H42 -21.9772 -28.8196 -8.2877
H43 -21.3136 -26.2939 -8.5424
H44 -20.2569 -30.4644 -9.9816
H45 -17.0794 -30.3094 -3.8636
H46 -20.6056 -33.0472 -6.2185
H47 -15.6250 -25.7286 -5.1428
H48 -22.9637 -23.3057 -11.6888
H49 -23.5151 -33.9480 -6.2814
H50 -21.0265 -28.3148 -10.5339
H51 -21.3336 -26.4479 -5.7138
H52 -19.1286 -29.1416 -6.3333
H53 -12.2872 -28.2051 -4.2985
H54 -19.5950 -31.1601 -7.9426
H55 -12.0336 -26.7020 -5.1939
H56 -25.7414 -25.2728 -6.1048
H57 -18.2486 -30.7795 -8.5208
H58 -22.0473 -28.1794 -5.1338

- energy relative to the best compared isomer or geometry (same formula, charge and spin) (eV) = 2.954
- SMILES string = COC[C@H](C)N.COC[C@H](C)N.COC[C@H](C)N.COC[C@H](C)N.O.O.O.O.O.O.O
- HOMO (eV) = -8.4